Formula: C20H40BBeKLiMg2N3O10PS
Source: OMol25
Level of theory: ωB97M-V/def2-TZVPD

highest occupied orbital energy = -8.40 eV
charge = +1
gap between HOMO and LUMO = 0.102 hartree
E = -94935.231 eV

Each line ends with the Mulliken charge.
Atoms and positions in Å:
C1 3.335 -1.338 0.327  -0.48
C2 2.484 -0.266 -0.366  0.59
B1 0.865 -0.524 -0.441  0.59
C3 0.383 0.168 -1.854  -1.01
C4 1.073 -0.429 -3.080  -0.65
C5 1.169 0.661 -4.175  -0.69
C6 2.575 1.270 -4.357  -0.71
C7 2.716 2.609 -3.620  -0.61
N1 4.135 2.845 -3.151  -1.11
C8 0.029 0.305 0.762  -1.64
C9 0.000 -0.398 2.055  0.79
C10 -1.016 -1.311 2.301  -0.93
C11 -1.130 -1.964 3.487  0.43
C12 -0.250 -1.761 4.511  -1.25
C13 0.775 -0.894 4.279  -1.08
C14 0.910 -0.215 3.099  2.11
C15 2.066 0.741 2.991  -2.05
P1 0.368 -2.403 -0.417  1.11
C16 1.518 -3.437 -1.415  -1.38
C17 -1.265 -2.644 -1.264  -1.41
H1 3.631 -2.099 -0.390  0.73
H2 2.842 -1.846 1.156  0.43
H3 4.289 -0.892 0.626  -1.73
H4 2.924 -0.102 -1.349  -0.10
H5 2.633 0.669 0.186  0.04
H6 -0.706 0.102 -1.908  0.17
H7 0.610 1.233 -1.736  0.24
H8 0.467 -1.237 -3.482  0.35
H9 2.095 -0.744 -2.885  0.40
H10 0.527 1.477 -3.840  -0.06
H11 0.732 0.326 -5.109  0.45
H12 3.366 0.585 -4.049  0.45
H13 2.691 1.501 -5.417  0.37
H14 2.097 2.662 -2.728  0.29
H15 2.483 3.457 -4.261  0.42
H16 4.792 2.561 -3.885  0.46
H17 4.357 2.258 -2.332  0.38
H18 -1.006 0.359 0.404  -0.61
H19 0.362 1.336 0.841  0.75
H20 -1.779 -1.528 1.567  1.01
H21 -1.936 -2.659 3.685  -0.12
H22 -0.350 -2.263 5.461  0.41
H23 1.482 -0.726 5.079  0.54
H24 2.994 0.209 2.806  0.17
H25 1.900 1.538 2.279  0.35
H26 2.197 1.218 3.963  0.66
H27 2.238 -2.848 -1.982  0.32
H28 2.091 -4.093 -0.763  0.41
H29 0.989 -4.087 -2.108  0.45
H30 -1.935 -1.821 -1.033  0.28
H31 -1.079 -2.726 -2.332  0.43
H32 -1.667 -3.606 -0.959  0.39
K1 5.110 4.766 -2.936  0.93
O1 4.877 -0.171 -2.366  -0.93
H33 4.487 -0.951 -1.960  0.22
C18 -4.323 1.641 2.935  0.76
O2 -4.980 2.439 3.594  -0.67
N2 -3.918 1.830 1.681  0.13
N3 -3.917 0.432 3.503  -0.44
H34 -3.364 1.159 1.174  0.07
H35 -4.178 2.692 1.194  0.12
H36 -4.207 0.228 4.449  0.21
H37 -3.397 -0.261 2.985  0.30
Be1 -4.149 4.381 3.686  0.13
C19 -1.123 -4.492 5.839  1.23
O3 -0.840 -4.957 4.634  -0.71
O4 -2.391 -4.157 6.087  -0.79
O5 -0.291 -4.343 6.723  -0.63
Mg1 -1.472 0.676 3.738  0.99
O6 -2.416 1.950 -2.507  -0.30
S1 -2.434 2.599 -3.846  1.28
O7 -2.280 1.575 -4.875  -0.54
O8 -1.353 3.577 -3.931  -0.60
O9 -3.733 3.278 -3.973  -0.48
Mg2 -2.683 -5.147 4.187  0.88
C20 -5.541 2.482 -1.253  -0.66
O10 -4.480 3.089 -0.712  -0.57
H38 -6.461 2.499 -0.622  0.33
H39 -5.907 2.885 -2.217  0.30
H40 -5.426 1.397 -1.478  0.26
Li1 5.720 -0.320 1.095  0.83

Formula: C4H9I2N2
Source: OMol25
Level of theory: ωB97M-V/def2-TZVPD

highest occupied orbital energy = -12.93 eV
charge = +1
gap between HOMO and LUMO = 0.320 hartree
E = -23466.841 eV

Each line ends with the natural charge from an NBO analysis.
Atoms and positions in Å:
C1 -1.581 0.181 0.133  -0.26
C2 0.407 0.277 1.434  -0.17
C3 -0.810 -0.324 -1.058  -0.27
C4 1.485 -0.017 -0.054  -0.37
N1 -0.808 -0.321 1.339  -0.59
N2 0.473 0.323 -1.214  -0.58
I1 2.185 -2.138 -0.062  0.24
I2 2.983 1.375 0.020  0.32
H1 -1.622 1.313 0.211  0.21
H2 -2.640 -0.142 0.162  0.26
H3 1.024 -0.240 2.162  0.23
H4 0.463 1.342 1.540  0.21
H5 -0.651 -1.426 -0.766  0.24
H6 -1.319 -0.281 -2.026  0.25
H7 -0.651 -1.398 1.315  0.38
H8 0.813 0.198 -2.147  0.44
H9 0.248 1.280 -0.988  0.44

Formula: C20H15LuN5O3S
Source: OMol25
Level of theory: ωB97M-V/def2-TZVPD

highest occupied orbital energy = -2.74 eV
charge = -1
gap between HOMO and LUMO = 0.174 hartree
E = -79035.698 eV

Each line ends with the Mulliken charge.
Atoms and positions in Å:
Lu1 0.020 -0.041 -0.053  1.22
S1 2.582 0.989 3.849  -0.46
C1 3.541 -0.156 2.944  0.60
C2 4.797 -0.688 3.214  -0.62
C3 5.358 -1.529 2.271  -0.44
C4 4.692 -1.813 1.067  -0.63
C5 3.444 -1.291 0.791  -0.35
C6 2.866 -0.487 1.766  -0.25
N1 1.621 0.102 1.625  -0.17
C7 1.342 0.913 2.587  0.66
C8 0.109 1.710 2.647  1.44
C9 -0.090 2.552 3.752  -0.97
C10 -1.246 3.297 3.816  -0.59
C11 -2.176 3.189 2.781  -0.71
C12 -1.940 2.348 1.704  -0.22
C13 -0.783 1.556 1.568  -0.50
H1 5.325 -0.439 4.126  0.37
H2 6.339 -1.951 2.456  0.35
H3 5.181 -2.435 0.327  0.37
H4 2.894 -1.379 -0.155  0.36
H5 0.641 2.635 4.549  0.32
H6 -1.425 3.959 4.656  0.35
H7 -3.087 3.778 2.828  0.36
H8 -2.693 2.298 0.920  0.32
N2 -2.086 -3.487 1.527  -0.13
C14 -1.883 -3.047 2.824  -0.80
C15 -1.183 -1.891 2.717  -0.44
N3 -0.953 -1.612 1.396  0.15
C16 -1.509 -2.581 0.705  0.47
C17 -1.461 -2.625 -0.758  0.29
N4 -0.872 -1.685 -1.441  0.04
C18 -0.990 -2.011 -2.755  -0.76
C19 -1.675 -3.181 -2.868  -0.49
N5 -1.977 -3.578 -1.577  -0.17
H9 -2.583 -4.317 1.260  0.16
H10 -2.255 -3.588 3.676  0.40
H11 -0.836 -1.228 3.491  0.45
H12 -0.558 -1.378 -3.511  0.48
H13 -1.969 -3.761 -3.724  0.42
H14 -2.476 -4.409 -1.322  0.15
O1 1.603 -0.199 -1.180  -1.20
O2 -2.862 0.442 -1.300  -0.62
C20 -2.065 1.260 -1.796  -0.13
O3 -0.839 1.359 -1.524  -0.54
H15 -2.450 1.983 -2.545  0.45

Formula: C28H84O27
Source: OMol25
Level of theory: ωB97M-V/def2-TZVPD

highest occupied orbital energy = -9.89 eV
charge = 0
gap between HOMO and LUMO = 0.360 hartree
E = -85673.974 eV

Each line ends with the Mulliken charge.
Atoms and positions in Å:
C1 4.316 -20.787 -2.028  2.00
C2 4.729 -21.334 -0.651  2.10
O1 5.979 -22.020 -0.687  -0.65
H1 4.280 -21.538 -2.863  -0.67
H2 4.936 -19.966 -2.414  -1.03
H3 3.290 -20.378 -1.917  -0.74
H4 3.953 -22.003 -0.322  -0.51
H5 4.791 -20.516 0.042  -0.43
H6 6.126 -22.581 0.092  0.19
C3 2.995 -23.718 -4.261  -0.19
C4 3.569 -24.101 -2.938  2.58
O2 3.696 -25.439 -2.542  -0.84
O3 1.655 -24.126 -4.447  -0.56
H7 3.624 -24.141 -5.076  0.40
H8 3.111 -22.621 -4.389  -0.22
H9 2.887 -23.579 -2.184  -1.49
H10 4.531 -23.627 -2.818  -0.61
H11 4.607 -25.692 -2.757  0.47
H12 1.712 -24.850 -5.033  0.42
C5 6.341 -16.763 -3.951  -0.88
C6 6.073 -18.199 -4.378  1.12
O4 6.648 -18.591 -5.664  -0.75
O5 5.871 -16.531 -2.655  -0.30
H13 5.893 -16.072 -4.619  0.41
H14 7.455 -16.626 -4.020  0.20
H15 5.018 -18.402 -4.420  0.02
H16 6.422 -18.866 -3.607  -0.61
H17 7.502 -18.922 -5.354  0.60
H18 6.631 -16.833 -2.133  0.01
C7 1.812 -23.877 1.529  -0.94
C8 2.304 -24.377 0.250  0.84
O6 3.766 -24.535 0.394  -0.61
O7 2.502 -22.668 1.899  -0.31
H19 1.858 -24.697 2.289  0.25
H20 0.748 -23.708 1.373  0.48
H21 2.132 -23.692 -0.599  -0.59
H22 1.845 -25.365 -0.062  0.36
H23 3.942 -24.940 -0.484  0.19
H24 1.877 -21.968 1.730  0.13
C9 1.248 -19.309 0.893  -0.13
C10 2.534 -19.069 1.715  1.42
O8 2.307 -18.568 3.006  -0.73
O9 0.546 -20.521 1.209  -0.55
H25 1.604 -19.330 -0.152  -0.36
H26 0.638 -18.361 0.977  0.24
H27 3.133 -18.384 1.103  -0.29
H28 3.090 -20.047 1.747  -0.52
H29 2.981 -17.939 3.156  0.43
H30 0.267 -20.278 2.108  0.42
C11 5.778 -16.421 3.520  -0.28
C12 6.130 -17.396 4.610  -0.66
O10 6.650 -18.604 4.166  -0.44
O11 4.801 -17.014 2.678  -0.36
H31 6.690 -16.224 2.960  0.17
H32 5.528 -15.481 3.974  0.44
H33 5.263 -17.474 5.279  0.33
H34 6.856 -16.873 5.263  0.36
H35 6.026 -19.302 4.410  0.23
H36 5.051 -16.960 1.717  0.13
C13 8.193 -27.491 -2.278  -0.55
C14 9.704 -27.326 -2.223  -0.36
O12 10.285 -27.420 -3.448  -0.52
O13 7.454 -26.457 -2.988  -0.40
H37 7.857 -27.585 -1.255  0.33
H38 7.894 -28.404 -2.814  0.32
H39 9.960 -28.137 -1.528  0.34
H40 9.993 -26.357 -1.716  0.27
H41 9.928 -26.808 -4.136  0.32
H42 7.695 -25.543 -2.615  0.03
C15 5.518 -22.633 2.824  0.59
C16 6.546 -22.802 3.987  -0.67
O14 6.565 -24.176 4.449  -0.59
O15 5.737 -23.580 1.805  -0.65
H43 5.672 -21.626 2.381  -0.26
H44 4.499 -22.751 3.240  0.19
H45 6.168 -22.183 4.790  0.30
H46 7.549 -22.604 3.689  0.39
H47 6.523 -24.697 3.669  0.31
H48 4.934 -23.934 1.395  0.54
C17 6.629 -23.293 -4.489  0.91
C18 6.566 -24.599 -5.241  -1.18
O16 5.647 -25.477 -4.675  -0.40
O17 6.911 -23.489 -3.094  0.14
H49 5.692 -22.847 -4.694  -0.39
H50 7.382 -22.585 -4.927  0.25
H51 7.558 -25.007 -5.256  0.39
H52 6.293 -24.356 -6.250  0.47
H53 6.100 -26.201 -4.266  0.35
H54 6.576 -22.677 -2.678  -0.43
C19 9.998 -21.276 -3.199  -0.52
C20 8.805 -20.322 -3.106  1.24
O18 8.801 -19.425 -4.190  -0.39
O19 11.311 -20.648 -3.314  -0.60
H55 9.968 -22.018 -4.014  0.21
H56 9.907 -21.816 -2.264  0.43
H57 8.691 -19.696 -2.203  -0.28
H58 7.957 -20.968 -3.191  -0.66
H59 9.709 -19.098 -4.269  0.30
H60 11.707 -20.412 -2.479  0.32
C21 2.453 -15.109 -2.620  -0.69
C22 2.512 -16.592 -2.258  -0.36
O20 3.476 -17.045 -1.302  0.16
O21 3.504 -14.675 -3.400  -0.54
H61 2.393 -14.481 -1.740  0.31
H62 1.546 -15.013 -3.301  0.37
H63 2.599 -17.141 -3.164  0.13
H64 1.551 -16.758 -1.764  0.33
H65 4.241 -16.621 -1.656  0.07
H66 4.322 -14.905 -2.943  0.33
C23 8.045 -17.612 0.076  -0.98
C24 6.752 -18.415 0.423  1.05
O22 5.600 -17.666 -0.001  -0.32
O23 8.300 -17.762 -1.345  -0.41
H67 8.898 -17.972 0.641  0.45
H68 7.771 -16.531 0.290  0.36
H69 6.732 -18.530 1.557  -0.03
H70 6.823 -19.374 -0.086  -0.42
H71 5.001 -18.278 -0.452  0.15
H72 9.000 -17.139 -1.587  0.24
C25 0.141 -20.335 -2.343  -0.79
C26 0.374 -21.678 -2.881  0.54
O24 0.485 -21.497 -4.285  -0.59
O25 1.354 -19.535 -2.498  -0.33
H73 -0.104 -20.247 -1.282  0.26
H74 -0.637 -19.729 -2.793  0.44
H75 -0.459 -22.317 -2.619  0.38
H76 1.207 -22.189 -2.417  -0.46
H77 0.656 -22.381 -4.626  0.31
H78 1.428 -19.318 -3.426  0.20
C27 3.737 -20.052 -6.730  0.16
C28 2.918 -20.490 -7.958  -0.71
O26 3.756 -20.565 -9.123  -0.58
O27 4.776 -20.954 -6.525  -0.51
H79 3.120 -19.861 -5.855  0.00
H80 4.113 -19.047 -6.973  0.37
H81 2.132 -19.741 -8.017  0.37
H82 2.293 -21.384 -7.900  0.28
H83 4.515 -21.159 -8.888  0.34
H84 5.534 -20.404 -6.259  0.27

Formula: C2H16O8Sn
Source: OMol25
Level of theory: ωB97M-V/def2-TZVPD

highest occupied orbital energy = -6.16 eV
charge = 0
gap between HOMO and LUMO = 0.213 hartree
E = -24542.177 eV

Each line ends with the natural charge from an NBO analysis.
Atoms and positions in Å:
Sn1 -1.754 6.566 -6.548  1.39
O1 0.028 8.202 -6.232  -0.97
C1 0.901 7.764 -5.210  -0.07
C2 0.094 6.907 -4.221  -0.09
O2 -0.231 5.776 -4.904  -0.97
H1 1.262 8.605 -4.732  0.13
H2 1.810 7.250 -5.522  0.13
H3 -0.827 7.360 -4.031  0.12
H4 0.740 6.693 -3.406  0.14
O3 -3.711 5.924 -8.238  -0.95
H5 -3.917 5.345 -8.970  0.48
H6 -4.492 6.336 -7.914  0.48
O4 -2.933 8.452 -5.092  -0.93
H7 -2.553 9.197 -4.564  0.50
H8 -3.827 8.476 -4.830  0.47
O5 -3.770 5.523 -5.081  -0.94
H9 -3.287 5.013 -4.429  0.49
H10 -4.392 4.897 -5.481  0.48
O6 -2.882 8.566 -7.943  -0.90
H11 -2.842 8.318 -8.848  0.46
H12 -3.844 8.704 -7.810  0.47
O7 -1.773 3.973 -7.154  -0.94
H13 -1.659 3.533 -6.309  0.49
H14 -1.107 3.588 -7.711  0.49
O8 -0.746 6.174 -8.906  -0.95
H15 -1.453 6.577 -9.465  0.48
H16 0.080 6.708 -8.970  0.52

Formula: C4H6FN3
Source: OMol25
Level of theory: ωB97M-V/def2-TZVPD

highest occupied orbital energy (alpha / beta) = -8.37 / -8.37 eV
charge = 0
gap between HOMO and LUMO (alpha / beta) = 0.285 / 0.285 hartree
E = -11425.192 eV

Each line ends with the natural charge from an NBO analysis.
Atoms and positions in Å:
C1 1.387 1.129 -2.284  -0.17
C2 0.920 1.334 -3.585  0.36
C3 -0.690 1.175 -0.317  0.16
C4 0.612 -0.928 0.339  -0.43
N1 1.361 0.536 -1.201  -0.18
N2 0.340 0.314 -0.308  -0.29
N3 -1.854 0.902 0.204  -0.79
F1 1.505 2.251 -4.338  -0.31
H1 2.421 1.127 -2.491  0.25
H2 -0.090 -1.224 1.168  0.20
H3 0.614 -1.768 -0.329  0.21
H4 1.537 -1.004 0.779  0.22
H5 -2.113 0.172 0.841  0.36
H6 -2.460 1.814 0.294  0.41